C26H77AlNO17SSi as an isolated structure, computed with ωB97M-V/def2-TZVPD.

Values from the calculation:
- Total energy: -3300.638724 Eh
- Molar mass: 763.03 g mol⁻¹
- HOMO-LUMO gap: 0.2316 Ha

```
! RIJCOSX wB97M-V def2-TZVPD def2/J DEFGRID3
* xyz -1 1
C 2.873 -2.545 -0.091
C 1.408 -2.985 0.337
C 0.241 -2.225 -0.499
N 0.056 -0.903 0.091
C -1.309 -0.498 0.483
Si -1.103 -0.369 2.433
C -2.203 0.957 3.252
C -1.744 -2.078 3.092
C 0.731 -0.209 2.979
O -2.422 -1.393 0.397
Al -4.021 -0.485 0.626
S -5.658 -1.244 -0.792
C -6.283 -2.931 -0.263
O -5.209 -1.423 -2.233
O -6.857 -0.296 -0.827
O -3.159 1.136 0.228
C -1.820 0.854 -0.276
C -2.171 0.704 -1.857
C -0.973 0.141 -2.757
C -1.387 -1.326 -3.239
C -0.864 2.119 -0.279
O -0.750 2.795 1.003
C 0.163 3.857 0.934
C 0.657 4.527 2.283
O 0.578 4.330 -0.143
H 3.063 -1.429 -0.067
H 3.585 -2.994 0.691
H 3.142 -3.048 -1.079
H 1.199 -2.786 1.443
H 1.268 -4.101 0.189
H 0.662 -2.160 -1.567
H -0.633 -2.931 -0.506
H 0.637 -0.161 -0.290
H -1.696 1.270 4.232
H -2.452 1.857 2.619
H -3.184 0.459 3.560
H -2.883 -2.075 3.156
H -1.394 -2.922 2.404
H -1.322 -2.190 4.147
H 1.182 -1.231 3.176
H 1.369 0.416 2.284
H 0.718 0.338 3.989
H -4.487 -0.726 2.128
H -7.248 -3.175 -0.822
H -5.517 -3.681 -0.659
H -6.405 -3.021 0.856
H -2.511 1.693 -2.307
H -3.048 -0.012 -1.998
H 0.057 0.220 -2.305
H -0.950 0.791 -3.712
H -0.518 -1.914 -3.661
H -1.816 -1.852 -2.317
H -2.272 -1.250 -3.960
H 0.170 1.872 -0.707
H -1.297 2.884 -1.011
H 1.748 4.827 2.193
H -0.026 5.437 2.492
H 0.588 3.837 3.180
C 4.191 2.992 1.576
O 3.993 3.162 0.179
H 5.240 2.759 1.757
H 3.931 3.917 2.100
H 3.569 2.169 1.939
H 3.059 3.368 0.043
C -1.262 8.024 0.801
O -0.669 6.856 1.354
H -1.656 8.635 1.612
H -0.510 8.596 0.250
H -2.078 7.743 0.131
H -0.328 6.331 0.614
C 2.783 7.913 1.071
O 2.193 8.739 2.067
H 3.865 7.922 1.200
H 2.414 6.890 1.178
H 2.534 8.298 0.079
H 1.238 8.712 1.930
C -0.701 -4.817 6.356
O -0.559 -3.524 5.793
H -0.921 -5.525 5.558
H 0.229 -5.110 6.852
H -1.524 -4.819 7.078
H -0.365 -2.917 6.519
C 3.807 -2.278 -4.556
O 3.537 -3.093 -3.425
H 4.330 -1.381 -4.225
H 4.437 -2.824 -5.264
H 2.869 -1.992 -5.038
H 3.074 -3.880 -3.744
C 2.670 6.345 5.343
O 3.092 6.399 3.989
H 3.050 5.428 5.793
H 3.065 7.206 5.889
H 1.578 6.345 5.391
H 2.742 7.220 3.614
C 2.682 -6.573 -2.233
O 2.429 -6.428 -3.621
H 3.736 -6.809 -2.088
H 2.447 -5.638 -1.718
H 2.071 -7.385 -1.831
H 1.491 -6.220 -3.718
C -0.569 1.461 -7.200
O -0.843 0.655 -6.065
H -0.050 2.363 -6.873
H 0.066 0.910 -7.896
H -1.506 1.740 -7.689
H -1.300 -0.133 -6.381
C -0.295 -8.768 -3.071
O -0.726 -7.512 -2.566
H 0.789 -8.747 -3.188
H -0.568 -9.559 -2.368
H -0.760 -8.953 -4.042
H -1.684 -7.558 -2.472
C 0.842 -1.471 9.293
O -0.198 -1.768 8.372
H 1.485 -0.706 8.859
H 0.414 -1.096 10.226
H 1.433 -2.370 9.489
H -0.753 -2.445 8.777
C -0.891 0.341 -10.590
O -1.167 -0.469 -9.456
H -0.372 1.240 -10.260
H -0.254 -0.207 -11.291
H -1.826 0.623 -11.080
H -1.624 -1.256 -9.773
*
```